77
Properties=species:S:1:pos:R:3 method="wB97M-V/def2-TZVPD" smiles=C1CCOC1.C1CCOC1.C1CCOC1.C1CCOC1.C1CCOC1.CO.CO total_energy_ha=-1393.44416 e_above_lowest_kj_mol=125.04 orbital_gap_ev=9.82
C -3.03 40.02 13.26
C -2.43 39.38 14.56
C -3.22 40.15 15.67
O -3.74 41.34 15.01
C -3.15 41.49 13.72
H -4.01 39.67 12.94
H -2.47 39.82 12.34
H -1.35 39.51 14.59
H -2.62 38.31 14.54
H -2.55 40.52 16.44
H -3.97 39.56 16.19
H -2.17 41.97 13.74
H -3.66 41.94 12.88
C -5.76 34.06 4.35
C -4.93 33.82 3.05
C -4.24 32.41 3.41
O -5.28 31.95 4.22
C -6.41 32.77 4.50
H -6.49 34.81 4.06
H -5.24 34.42 5.24
H -4.13 34.54 2.93
H -5.68 33.79 2.26
H -3.33 32.61 3.97
H -3.96 31.88 2.50
H -6.82 32.70 5.51
H -7.22 32.73 3.77
C 5.00 32.57 4.16
C 3.70 31.92 3.80
C 3.28 32.55 2.44
O 3.90 33.84 2.53
C 5.12 33.81 3.31
H 5.92 31.99 4.07
H 4.87 32.88 5.20
H 2.93 32.04 4.56
H 4.04 30.92 3.55
H 2.23 32.51 2.14
H 3.68 31.92 1.65
H 5.28 34.69 3.92
H 5.97 33.70 2.64
C -8.23 34.89 12.85
C -7.59 33.49 12.91
C -6.28 33.85 12.14
O -6.61 34.84 11.20
C -7.82 35.43 11.50
H -7.72 35.57 13.54
H -9.31 34.90 13.00
H -8.11 32.76 12.29
H -7.49 32.96 13.85
H -5.94 32.98 11.59
H -5.60 34.18 12.93
H -8.57 35.09 10.79
H -7.81 36.52 11.55
C -0.99 31.46 15.54
C -0.85 31.45 17.06
C -0.68 32.95 17.32
O 0.23 33.37 16.27
C 0.02 32.55 15.13
H -2.01 31.70 15.22
H -0.67 30.52 15.08
H 0.07 30.98 17.42
H -1.78 31.03 17.46
H -0.27 33.09 18.32
H -1.64 33.46 17.27
H 1.00 32.17 14.87
H -0.45 33.14 14.33
C 2.35 37.85 5.63
O 2.76 37.26 6.81
H 2.88 38.80 5.50
H 2.20 37.24 4.73
H 1.31 37.94 5.94
H 2.84 38.02 7.39
C -1.24 34.38 8.55
O -0.02 33.82 8.18
H -1.65 34.12 9.53
H -1.30 35.46 8.71
H -1.89 33.98 7.77
H 0.61 34.52 8.02


79
Properties=species:S:1:pos:R:3 method="wB97M-V/def2-TZVPD" charge=+3 spin_multiplicity=5 total_energy_ha=-3098.80142 e_above_lowest_kj_mol=102.53 orbital_gap_ev="4.16 / 4.51" s_squared=6.017
Ho 1.29 -1.51 0.47
P -2.78 0.93 -1.91
P -0.46 -3.66 0.53
P 1.22 2.77 -0.94
H 2.37 -4.13 -0.42
C 2.75 -3.13 -0.20
C 3.10 -2.70 1.10
H 2.82 -3.29 1.99
C -4.23 1.55 -2.77
C -3.10 -0.69 -1.21
C -2.29 2.05 -0.60
C 0.21 -5.32 0.92
C -1.84 -3.55 1.73
C -1.34 -3.97 -1.04
C 3.02 2.99 -1.22
C 0.88 4.40 -0.15
C 0.67 3.15 -2.66
H 3.26 -2.68 -1.08
H 3.99 -2.08 1.25
H -4.80 2.22 -2.11
H -4.88 0.72 -3.07
H -3.92 2.10 -3.66
H -4.09 -0.70 -0.73
H -2.34 -0.93 -0.45
H -3.06 -1.46 -1.99
H -3.15 2.23 0.06
H -1.96 3.01 -1.02
H -1.46 1.63 -0.02
H -0.50 -5.87 1.55
H 1.16 -5.21 1.47
H 0.40 -5.88 -0.01
H -2.79 -3.36 1.22
H -1.64 -2.74 2.44
H -1.92 -4.49 2.30
H -2.42 -4.11 -0.86
H -0.94 -4.87 -1.52
H -1.20 -3.12 -1.72
H 3.21 4.03 -1.52
H 3.38 2.31 -2.00
H 3.56 2.78 -0.28
H 1.56 5.17 -0.54
H 1.04 4.29 0.93
H -0.17 4.69 -0.31
H 1.30 3.94 -3.09
H -0.38 3.47 -2.66
H 0.75 2.24 -3.28
C 0.94 -0.51 -2.57
C 0.40 -0.58 -3.89
C 1.22 -0.36 -4.99
C 2.60 -0.15 -4.82
C 3.16 -0.16 -3.54
C 2.35 -0.36 -2.42
O 0.11 -0.48 -1.54
H -1.69 0.81 -2.81
H -0.66 -0.79 -4.00
H 0.77 -0.35 -5.98
H 3.25 0.00 -5.68
H 4.23 -0.02 -3.40
H 2.82 -0.33 -1.41
C -1.74 0.09 3.45
N -0.46 0.68 3.82
C -0.39 1.34 5.12
C 0.59 0.39 3.05
O 0.44 -0.54 2.16
N 1.79 1.01 3.10
C 2.08 2.22 3.86
C 2.78 0.59 2.09
H -2.49 0.53 4.11
H -1.74 -1.00 3.58
H -2.00 0.32 2.41
H 0.45 0.97 5.72
H -0.31 2.44 5.02
H -1.32 1.11 5.64
H 2.14 2.01 4.93
H 3.05 2.61 3.52
H 1.32 3.00 3.68
H 3.03 -0.48 2.22
H 2.40 0.80 1.06
H 3.69 1.18 2.24


79
Properties=species:S:1:pos:R:3 method="wB97M-V/def2-TZVPD" charge=+3 spin_multiplicity=5 total_energy_ha=-2900.88315 e_above_lowest_kj_mol=0.00 orbital_gap_ev="2.69 / 1.38" s_squared=6.031
Ir -0.03 0.25 0.20
P -0.73 2.08 1.36
P -2.18 -0.43 -0.47
P 2.13 1.14 -0.17
H -0.06 -2.55 -9.13
C 0.96 -2.77 -8.79
C 1.29 -3.96 -8.28
H 0.55 -4.76 -8.17
C -1.20 3.52 0.37
C -2.18 1.82 2.44
C 0.46 2.72 2.59
C -2.31 -1.91 -1.53
C -3.33 -0.88 0.88
C -3.05 0.83 -1.47
C 3.22 0.26 -1.35
C 3.23 1.21 1.29
C 2.15 2.85 -0.83
H 1.71 -1.98 -8.94
H 2.32 -4.20 -8.00
H -1.49 4.34 1.04
H -2.04 3.28 -0.28
H -0.36 3.86 -0.25
H -2.31 2.71 3.07
H -2.02 0.95 3.10
H -3.09 1.68 1.85
H -0.05 3.46 3.22
H 1.31 3.23 2.10
H 0.83 1.91 3.24
H -3.37 -2.21 -1.58
H -1.73 -2.74 -1.10
H -1.94 -1.72 -2.54
H -4.32 -0.44 0.69
H -2.97 -0.55 1.86
H -3.42 -1.97 0.91
H -3.91 0.34 -1.97
H -2.37 1.21 -2.24
H -3.41 1.66 -0.85
H 4.19 0.77 -1.38
H 2.78 0.25 -2.35
H 3.36 -0.78 -1.03
H 4.07 1.88 1.07
H 3.61 0.21 1.50
H 2.71 1.58 2.18
H 3.17 3.05 -1.19
H 1.88 3.59 -0.07
H 1.46 2.93 -1.68
C 0.57 -1.24 -2.99
C 0.44 0.05 -3.54
C 0.24 0.22 -4.91
C 0.17 -0.90 -5.74
C 0.31 -2.19 -5.21
C 0.52 -2.36 -3.85
S 0.77 -1.57 -1.29
H -0.34 1.19 -1.10
H 0.46 0.92 -2.88
H 0.13 1.22 -5.31
H 0.00 -0.78 -6.81
H 0.25 -3.06 -5.87
H 0.64 -3.35 -3.40
C -1.93 -2.05 4.18
N -1.05 -0.90 4.43
C -1.54 0.03 5.44
C 0.14 -0.75 3.78
S 0.30 -1.38 2.15
N 1.26 -0.25 4.39
C 1.30 0.13 5.80
C 2.57 -0.72 3.93
H -1.94 -2.69 5.07
H -1.55 -2.61 3.32
H -2.96 -1.71 4.00
H -1.26 -0.30 6.46
H -1.18 1.06 5.26
H -2.64 0.04 5.39
H 1.23 -0.74 6.48
H 2.29 0.59 5.95
H 0.55 0.89 6.06
H 2.53 -0.94 2.86
H 3.29 0.08 4.14
H 2.88 -1.62 4.49


78
Properties=species:S:1:pos:R:3 method="wB97M-V/def2-TZVPD" charge=+4 spin_multiplicity=3 total_energy_ha=-1897.20487 orbital_gap_ev="5.37 / 4.07" s_squared=2.048
Mo -0.96 0.54 0.32
C -1.94 2.22 0.53
O -2.39 3.27 0.65
C -2.28 -0.94 0.28
O -3.04 -1.88 0.27
P -0.82 0.20 -2.19
C -0.41 -1.36 -3.22
H -0.69 -1.13 -4.26
C -2.53 0.68 -2.93
H -3.15 0.15 -2.18
C 0.42 1.41 -2.99
H 1.36 0.93 -2.66
C 1.07 1.05 3.12
P -0.16 -0.21 2.45
H 0.59 -1.90 4.05
H 1.96 0.78 2.53
C -1.53 -0.24 3.76
H -1.01 0.02 4.70
C -2.80 2.19 -2.87
H -2.21 2.73 -3.65
H -2.65 2.61 -1.85
H -3.88 2.32 -3.13
C -2.84 0.11 -4.34
H -3.86 0.47 -4.60
H -2.85 -1.00 -4.36
H -2.14 0.53 -5.09
C 0.41 1.51 -4.53
H 0.52 0.54 -5.04
H 1.27 2.13 -4.84
H -0.49 2.05 -4.89
C 0.34 2.80 -2.35
H 1.28 3.34 -2.57
H 0.24 2.72 -1.25
H -0.51 3.39 -2.76
C 1.07 -1.77 -3.28
H 1.66 -1.11 -3.91
H 1.16 -2.78 -3.71
H 1.55 -1.80 -2.29
C -1.26 -2.55 -2.78
H -0.93 -2.95 -1.82
H -1.14 -3.38 -3.50
H -2.32 -2.33 -2.71
C 1.42 0.99 4.63
H 1.65 -0.03 4.99
H 0.59 1.42 5.22
H 2.32 1.61 4.80
C 0.66 2.45 2.71
H -0.38 2.69 3.03
C 0.22 -3.07 2.28
H 0.73 2.55 1.61
H 1.36 3.17 3.16
C 2.30 -1.77 2.74
H 0.64 -3.25 1.27
H 0.54 -3.96 2.84
H -0.87 -3.09 2.18
C 0.78 -1.82 2.96
H 2.73 -2.76 3.00
H 2.80 -1.01 3.36
H 2.56 -1.62 1.67
C -2.22 -1.62 3.91
H -2.69 -1.93 2.96
H -3.02 -1.50 4.65
H -1.53 -2.41 4.25
C -2.58 0.82 3.40
H -2.15 1.81 3.18
H -3.25 0.91 4.27
H -3.18 0.50 2.53
H 1.58 -3.02 -0.52
H 1.29 -3.09 -1.21
C 4.44 1.18 0.11
C 3.08 0.56 0.12
N 3.19 -0.77 -0.12
O 1.98 1.19 0.12
H 4.96 1.13 -0.87
H 5.03 0.66 0.88
H 4.44 2.22 0.39
H 2.38 -1.31 -0.32
H 4.13 -1.19 -0.28


79
Properties=species:S:1:pos:R:3 method="wB97M-V/def2-TZVPD" charge=+4 spin_multiplicity=5 total_energy_ha=-2890.83531 e_above_lowest_kj_mol=71.72 orbital_gap_ev="6.40 / 5.37" s_squared=6.039
Ru 0.10 -0.01 -0.05
P -0.48 1.87 0.94
P -2.03 -0.61 -0.59
P 2.13 0.93 -0.39
H 1.93 -1.36 -5.54
C 2.76 -1.37 -4.82
C 2.71 -2.30 -3.81
H 2.37 -3.31 -4.04
C -0.88 3.32 -0.08
C -1.97 1.64 1.98
C 0.56 2.45 2.34
C -2.43 -2.05 -1.66
C -3.22 -0.95 0.76
C -2.76 0.81 -1.53
C 3.15 0.11 -1.65
C 3.31 1.19 0.99
C 2.14 2.62 -1.12
H 3.68 -0.76 -4.96
H 3.21 -2.13 -2.85
H -1.30 4.06 0.60
H -1.61 3.04 -0.84
H 0.00 3.73 -0.58
H -1.95 2.44 2.75
H -1.90 0.67 2.49
H -2.89 1.73 1.38
H -0.07 3.06 3.00
H 1.38 3.05 1.94
H 0.91 1.58 2.90
H -3.33 -2.51 -1.25
H -1.62 -2.80 -1.63
H -2.61 -1.80 -2.70
H -3.91 -0.10 0.86
H -2.69 -1.11 1.70
H -3.80 -1.85 0.54
H -3.64 0.46 -2.09
H -2.02 1.20 -2.25
H -3.08 1.63 -0.87
H 4.08 0.66 -1.81
H 2.63 0.05 -2.60
H 3.36 -0.90 -1.32
H 4.10 1.87 0.65
H 3.76 0.22 1.24
H 2.86 1.61 1.90
H 3.13 2.84 -1.54
H 1.91 3.39 -0.37
H 1.40 2.66 -1.93
C -0.18 -1.25 -3.95
C -0.25 0.07 -4.44
C -1.20 0.38 -5.43
C -1.91 -0.63 -6.08
C -1.84 -1.94 -5.57
C -0.97 -2.26 -4.53
S 0.75 -1.95 -2.66
H 0.23 -0.99 -1.66
H 0.49 0.77 -4.06
H -1.32 1.43 -5.73
H -2.52 -0.43 -6.97
H -2.45 -2.74 -5.97
H -0.91 -3.25 -4.10
C -1.74 -2.08 4.10
N -0.99 -0.82 3.97
C -1.36 0.21 4.95
C 0.25 -0.86 3.40
S 0.35 -1.52 1.77
N 1.36 -0.46 4.04
C 1.35 -0.31 5.51
C 2.66 -0.89 3.51
H -1.86 -2.32 5.17
H -1.21 -2.87 3.58
H -2.74 -1.95 3.68
H -0.98 -0.05 5.94
H -1.00 1.19 4.62
H -2.45 0.22 5.00
H 1.02 -1.23 6.03
H 2.39 -0.11 5.77
H 0.75 0.58 5.83
H 2.56 -1.09 2.42
H 3.35 -0.06 3.73
H 2.99 -1.80 4.05


80
Properties=species:S:1:pos:R:3 method="wB97M-V/def2-TZVPD" charge=+1 total_energy_ha=-1744.63688 orbital_gap_ev=8.94
C -6.16 0.04 2.67
C -5.59 0.42 1.29
C -5.89 -0.62 0.18
C -4.65 -1.35 -0.33
C -3.73 -0.49 -1.20
C -2.36 -1.19 -1.37
C -1.50 -0.42 -2.39
C -0.10 0.08 -1.92
C 0.37 0.99 -3.08
S 2.11 1.50 -3.07
C 3.05 0.30 -4.05
C 4.53 0.54 -3.71
C -0.36 0.95 -0.65
N 0.46 2.18 -0.65
C -0.14 3.31 -0.64
C 0.32 4.37 -1.60
C -1.24 3.68 0.33
N -0.26 0.22 0.62
C 0.84 -0.73 0.70
C 2.24 -0.10 0.79
C 3.31 -1.10 1.25
C 4.29 -0.49 2.23
O 3.96 -1.62 0.08
C 0.73 -1.74 -0.41
N 0.87 -1.05 -1.72
C 0.93 -2.04 -2.86
N 0.00 -3.13 -2.70
H -5.39 -0.39 3.32
H -6.58 0.90 3.18
H -6.96 -0.70 2.58
H -6.09 1.35 1.02
H -4.53 0.67 1.36
H -6.46 -0.17 -0.63
H -6.54 -1.37 0.62
H -5.01 -2.17 -0.97
H -4.11 -1.84 0.48
H -3.54 0.42 -0.62
H -4.18 -0.25 -2.16
H -1.95 -1.27 -0.37
H -2.60 -2.17 -1.79
H -1.41 -0.95 -3.34
H -2.02 0.50 -2.62
H 0.15 0.50 -4.03
H -0.28 1.86 -3.05
H 2.92 0.42 -5.13
H 2.83 -0.74 -3.82
H 4.99 1.26 -4.39
H 4.65 0.86 -2.68
H 5.09 -0.39 -3.80
H -1.40 1.28 -0.74
H 0.13 5.38 -1.24
H 1.38 4.20 -1.78
H -0.20 4.23 -2.55
H -2.05 4.22 -0.16
H -1.69 2.77 0.73
H -0.83 4.30 1.12
H -0.16 0.87 1.38
H 0.69 -1.30 1.63
H 2.55 0.34 -0.17
H 2.16 0.75 1.48
H 2.79 -1.92 1.75
H 5.16 -1.14 2.27
H 4.61 0.51 1.95
H 3.83 -0.47 3.22
H 4.76 -1.11 -0.07
H -0.13 -2.39 -0.38
H 1.62 -2.38 -0.35
H 1.81 -0.65 -1.67
H 0.83 -1.56 -3.82
H 1.95 -2.43 -2.83
H 0.44 -3.98 -2.40
H -0.48 -3.29 -3.58
C 3.21 -0.74 6.51
O 3.96 -1.00 5.58
N 2.39 0.35 6.52
N 3.15 -1.53 7.62
H 1.78 0.58 7.27
H 2.42 0.95 5.72
H 3.74 -2.34 7.65
H 2.55 -1.34 8.40